# 1
The following is a quantum chemistry calculation of a molecular structure, C6H9N, from the Open Molecules 2025 dataset.

Its LUMO energy is 1.2 eV. For the relative energy (zero: lowest compared OMol25 entry of this formula, charge and spin), the calculation gives 3.398 eV. As for the molar mass: 95.1 g/mol.

Cartesian coordinates (Å):
C -0.9981 1.0161 -0.1329
H -1.9427 1.3270 -0.5922
C -1.2286 -0.1004 0.8679
C -0.2926 -0.0470 -1.0167
N 0.9056 -0.5384 -0.3033
H 2.7868 -0.1029 0.5007
C -0.0633 -1.0704 0.7066
C -1.1182 -1.1478 -0.3045
H 1.6553 1.2657 0.5981
H -1.8460 -0.0533 1.7714
H 0.1553 -1.8136 1.4684
H -1.7233 -1.9677 -0.6699
H -0.4330 1.9058 0.1662
H 2.3764 0.8025 -0.9550
H -0.2024 0.1131 -2.0924
C 1.9687 0.4112 -0.0125

natural (NBO) population analysis, charges in e, atoms 1 to 2: -0.414 0.210

***

# 2
The following is a quantum chemistry calculation of a single C24H19ClN2O4S molecule, from the Open Molecules 2025 dataset.

Its SMILES is Cn1nc(-c2ccccc2)c(COC(=O)c2cccc(Cl)c2)c1S(=O)(=O)c1ccccc1. Its LUMO energy is 0.2 eV. As for the molar mass: 466.9 g/mol.

Cartesian coordinates (Å):
N 0.9617 2.5936 -1.8213
H -0.5178 -1.4687 -2.2899
O -2.9269 -0.4001 0.0170
S 2.2092 -0.9974 -2.8438
H 3.7473 1.3830 -3.0551
C 3.1334 2.2286 -2.7526
H -2.1415 4.4798 1.6800
C -1.1638 3.3163 0.1792
C -0.1498 -1.6053 3.6916
H 3.5401 -0.2705 -0.4372
Cl 1.4348 -1.9446 4.2857
C -2.2694 3.8657 0.8003
H -0.1704 3.4943 0.5625
C -0.8550 -0.6150 -1.6987
H -1.0519 -1.7830 5.6249
C -2.5948 2.2964 -1.4593
H 3.0066 2.9107 -3.5947
H -4.4021 4.0512 0.7895
C -2.4866 -1.2993 4.1019
H 3.7584 -1.4113 1.7633
O 3.5280 -0.6595 -3.3170
C -1.3194 2.5165 -0.9491
C 1.7508 -3.0639 -1.0866
H 0.5051 -1.3754 1.6610
H -3.3197 -1.2785 4.7874
O -0.7798 -0.9883 -0.3129
H -2.7217 1.7088 -2.3560
N 1.8498 1.7486 -2.3227
C 3.1995 -1.8714 0.9625
C 2.3548 -1.8363 -1.2667
C -0.1435 1.9041 -1.5649
C -1.2170 -1.5830 4.5776
H -4.6837 2.6702 -1.2349
C 1.8759 -3.7042 0.1354
C -1.8638 -0.7775 0.4416
H 2.7000 -3.6072 2.1069
C -1.6093 -1.0739 1.8765
C 0.0463 0.5494 -1.9218
H 3.6047 2.7751 -1.9351
C -0.3295 -1.3551 2.3429
C -3.5382 3.6271 0.2991
C 3.0756 -1.2280 -0.2575
C 2.6014 -3.1083 1.1547
C -2.6861 -1.0418 2.7584
O 1.3565 -1.7640 -3.7096
H 1.4105 -4.6653 0.2916
C 1.3474 0.4975 -2.3988
H -3.6657 -0.8126 2.3688
H 1.2029 -3.5008 -1.9065
H -1.8965 -0.3770 -1.9319
C -3.6970 2.8497 -0.8355

natural (NBO) population analysis, charges in e, atoms 1 to 2: -0.230 0.225

***

# 3
The following is a quantum chemistry calculation of a molecular structure, C5H4CuO2, from the Open Molecules 2025 dataset.

As for the spin multiplicity: 3. The net charge is +1. Its LUMO energy (alpha / beta) is -5.6 / -7.8 eV. For the relative energy (zero: lowest compared OMol25 entry of this formula, charge and spin), the calculation gives 0.000 eV. As for the molar mass: 159.6 g/mol.

Cartesian coordinates (Å):
C -0.2108 -1.6138 -0.4161
H -1.5579 1.0430 -0.1517
C 0.5706 -0.1650 1.3552
H 0.2481 1.9596 1.2114
C -0.6085 1.0092 -0.7200
O -0.4978 -0.2324 -1.3351
C 0.2858 -1.4168 0.9238
H 1.6078 1.2975 0.2536
C 0.6112 1.0778 0.6675
O -0.4890 -2.6416 -0.9653
Cu -0.3601 1.9944 -2.3630
H 0.4007 -2.3118 1.5397

natural (NBO) population analysis, charges in e, atoms 1 to 2: 0.797 0.237

***

# 4
The following is a quantum chemistry calculation of a gas-phase ion, C5H8N2O4P (charge -1), from the Open Molecules 2025 dataset.

The net charge is -1. Its SMILES is C[C@@H]1O[P@@](=O)([O-])O[C@H]2NC=CN12. Its LUMO energy is 3.7 eV. For the relative energy (zero: lowest compared OMol25 entry of this formula, charge and spin), the calculation gives 0.000 eV. As for the molar mass: 191.1 g/mol.

Cartesian coordinates (Å):
C -0.8651 0.1091 0.9518
H -0.4246 0.7949 -2.1287
C 0.0878 0.2762 -1.2858
H 0.5239 -2.9670 -1.6682
C -1.2407 1.5434 1.2562
C 0.1700 -1.9989 -1.3640
O 0.5402 -0.2035 1.4715
C -0.8694 -1.6916 -0.5976
H -2.2936 1.6966 1.0269
H -1.5760 -2.3314 -0.1067
O 2.1075 1.8537 1.4438
H -1.4810 -0.5754 1.5514
N 0.8272 -0.8570 -1.8412
H -1.0587 1.7241 2.3106
O 0.8718 1.1971 -0.6685
H -0.6263 2.2252 0.6795
O 2.7483 -0.3462 0.2072
N -0.9811 -0.2796 -0.4187
P 1.7448 0.6396 0.6903
H 1.7948 -0.8091 -1.5099

natural (NBO) population analysis, charges in e, atoms 1 to 2: 0.263 0.137

***

# 5
The following is a quantum chemistry calculation of a molecular structure, C5H8N2O, from the Open Molecules 2025 dataset.

Its LUMO energy is 0.2 eV. For the relative energy (zero: lowest compared OMol25 entry of this formula, charge and spin), the calculation gives 6.602 eV. As for the molar mass: 112.1 g/mol.

Cartesian coordinates (Å):
C -1.7695 -0.8665 0.4624
H 0.0638 1.9757 -1.6498
C 1.0993 0.0051 1.1764
H 0.3895 0.6892 1.9180
H 2.0260 0.9790 -1.5247
C 0.6280 -1.0593 -0.8116
C 1.0132 1.2621 -0.9474
N -1.0010 0.2156 0.1528
C 0.3837 0.1935 -0.1720
O 2.1523 -0.6977 1.3240
H -1.7068 1.0850 -0.3078
N 1.1448 -2.1359 -1.1567
H -1.9581 -1.5023 -0.5056
H -2.7788 -0.4652 0.9832
H 1.5118 2.1472 -0.1795
H -1.1982 -1.8254 1.2381

natural (NBO) population analysis, charges in e, atoms 1 to 2: -0.412 0.238

***

# 6
The following is a quantum chemistry calculation of a single C14H20N2O3 molecule, from the Open Molecules 2025 dataset.

Its SMILES is CC(C)[C@H](NC(=O)[C@@H](N)Cc1ccccc1)C(=O)O. Its LUMO energy is 0.6 eV. For the relative energy (zero: lowest compared OMol25 entry of this formula, charge and spin), the calculation gives 3.070 eV. As for the molar mass: 264.3 g/mol.

Cartesian coordinates (Å):
C -2.3754 0.1292 -0.6157
H -2.8908 0.5526 1.2617
H -2.5044 1.5356 -2.3575
C 0.2229 -2.1252 1.2997
H 0.1331 1.4939 -2.7675
H 0.3557 -0.1997 0.0316
H 1.6151 -0.9236 2.3533
C -1.5625 -0.9844 -1.4576
H -3.4310 -0.0513 -0.8090
C 0.7893 -3.5780 1.2750
H -1.4901 2.9387 0.9899
C 0.2580 2.0665 -1.8141
O 2.0722 -1.7363 -1.9811
C 0.6479 -1.3551 2.5317
H 3.5303 -0.8416 -0.6706
O 2.7442 -0.7494 -0.1128
H -1.3934 0.9568 0.8455
C 0.4361 -1.2290 -0.1760
H -0.8997 -2.0296 1.2610
H -0.2910 -2.4696 -1.6042
H 0.7827 3.6285 1.5730
H 0.8227 -2.0340 3.4578
H 2.4477 2.2411 -2.1288
N -0.5927 -1.7321 -1.0367
H -2.9435 2.2754 -0.7845
C 1.6219 2.3663 -1.4573
H 2.6596 3.3602 0.1906
H 1.8633 -3.4996 1.2164
C -0.8554 2.2731 -0.9843
C 0.6106 3.2963 0.5773
O -2.0882 -1.0395 -2.5769
C -0.6485 2.8130 0.3305
H 0.4763 -4.2753 0.5219
H 0.6579 -3.9454 2.2688
C 1.7366 3.0115 -0.1921
C -2.1913 1.5847 -1.2952
H -0.0605 -0.5621 2.8608
C 1.7978 -1.3946 -0.8649
N -2.0633 0.2323 0.8402

natural (NBO) population analysis, charges in e, atoms 1 to 2: -0.112 0.359

***

# 7
The following is a quantum chemistry calculation of 2 unconnected molecules or ions with the total composition ClH2NOS, from the Open Molecules 2025 dataset.

Its LUMO energy is -1.2 eV. For the relative energy (zero: lowest compared OMol25 entry of this formula, charge and spin), the calculation gives 0.819 eV. As for the molar mass: 99.5 g/mol.

Cartesian coordinates (Å):
S 0.3489 0.6132 2.0693
O 0.3723 -0.2850 -1.8332
Cl -1.5923 1.5192 1.7852
N 0.2639 -0.7049 2.6205
H 0.9559 -0.9612 -2.1831
H -0.3487 -0.1812 -2.4586

natural (NBO) population analysis, charges in e, atoms 1 to 2: 1.003 -0.946

***

# 8
The following is a quantum chemistry calculation of 3 unconnected molecules or ions with the total composition C34H68ClN8O8P3S3, from the Open Molecules 2025 dataset.

Its SMILES is CCSCC1=C(CCCCCCCSc2nnco2)C(=O)C([PH2]=O)=C(CCCCS(=O)(=O)Cl)C1=O.CN(C)P(=O)(N(C)C)N(C)C.CN(C)P(=O)(N(C)C)N(C)C. Its LUMO energy is -1.3 eV. As for the molar mass: 941.5 g/mol.

Cartesian coordinates (Å):
H -6.5087 -5.0382 8.8606
H 0.5801 -3.0701 4.1430
H 4.2282 2.9976 -8.4121
H 4.3898 1.2666 -8.9171
H 6.0129 -1.2393 -6.5897
C 1.9977 0.2622 -1.2283
C 1.0991 0.6138 8.0563
H -4.8741 -4.6920 8.3727
H -0.1480 2.4619 3.7191
H 4.7127 -0.7187 -7.7581
C -0.5171 -1.6069 5.9156
C 5.2512 0.8526 -6.2758
H -0.1533 6.3731 -2.7609
H 0.5058 1.8533 -0.7835
H 3.0711 1.0898 -6.2751
C 1.2253 -2.2456 4.4532
H -1.2035 -0.8302 6.2448
C -4.7345 -0.7774 4.9225
H -0.0473 -2.0504 6.8030
O 0.0101 2.6166 -3.4554
H 3.5518 1.1517 -2.5814
C 8.1051 1.1406 -7.7615
C -0.7901 5.5297 -4.7458
H -1.5820 1.3013 5.2886
C -7.7724 -3.6510 7.2041
C 0.1844 0.5170 -7.9871
H 2.2526 2.3446 -9.7444
C 3.0689 -0.3212 7.2182
N 9.3132 2.8286 -7.2281
C 0.4148 0.7251 -6.4545
H -1.6042 6.0527 -5.3049
H -5.3766 -4.6481 2.6498
C 0.9971 -0.4986 -5.6662
C 2.2946 1.9736 -8.6805
N -6.0203 -3.6964 4.4666
H -1.4122 0.3831 -0.1445
C -5.8839 -4.2888 8.3646
H 3.5356 -1.0481 6.5505
O 8.8685 0.7062 -6.6921
H -1.2730 4.7141 -4.1469
H -7.8756 -1.7072 5.5432
H -1.1412 -2.3859 5.4712
H 1.5034 2.9573 4.1964
N 1.6092 -0.1789 6.9342
H 10.3330 1.8649 -5.5525
H 0.9108 0.7305 0.6214
H 1.7595 2.6852 -8.0059
H 1.5906 0.3546 9.0016
H -7.8661 -2.6790 7.7102
S 0.4043 4.7248 -5.8991
H -8.0958 -4.0652 4.5090
H -7.2379 -0.1731 5.0267
N 0.4882 1.7043 5.6036
O 0.8146 -1.6150 -6.1020
H 1.2352 1.6882 7.9359
H 5.0435 0.4313 -5.2474
H 1.7498 -0.7489 -1.6430
H 3.2433 -0.6725 8.2390
H 6.0694 1.6013 -6.1388
C 1.6297 0.8871 -3.6895
H -8.4037 -3.6326 6.3247
H -4.5503 -1.1768 3.9146
H -1.2214 2.7183 6.2896
C -7.0485 -1.2490 5.0056
O 1.5420 0.6870 3.7437
H -0.2299 7.5747 -4.1804
H 2.2515 -0.1800 -8.0537
H -7.1064 -1.5593 3.9538
H -5.9248 -3.3765 8.9762
O -1.7241 -2.3853 0.0969
H -7.2686 -5.0770 3.4207
N 0.4481 -1.1059 4.9502
H 3.9832 2.6305 -6.1767
C 5.6207 -0.3725 -7.1865
C -4.9765 -4.3576 3.6252
C 3.8286 1.9591 -8.2441
C 9.6132 1.8217 -6.3913
N -6.3713 -4.0214 6.9979
H -5.0155 0.2739 4.8300
H -3.7910 -0.8105 5.4733
H -0.9449 0.0515 -1.8481
C 0.5361 1.8647 -4.2490
H -1.4920 3.2007 -6.2322
H -4.6032 -5.2670 4.1121
H 0.1207 3.6951 4.9535
C 0.1854 1.8867 -5.7678
C 0.7053 0.7927 -0.4771
O -4.3909 -2.7362 7.1866
H 2.2765 2.2951 -2.0669
C 2.4485 1.2330 -2.3964
H 2.4041 -2.4854 -2.9797
C 0.0405 6.5423 -3.8497
O 4.3362 -1.0769 -3.3031
P -5.2007 -3.1638 5.9655
H 0.0601 0.3582 8.2602
S 6.8982 -0.0129 -8.4833
O -0.1016 -2.5395 -1.6129
H 3.3652 -2.2974 -5.1081
H -8.2624 -4.4015 7.8337
N -5.7662 -1.5547 5.6193
H 1.1353 6.3519 -4.0156
H -7.0990 -5.4403 5.1178
C 1.8401 -0.2770 -4.3698
Cl 1.1085 -2.1610 0.9407
C -0.9034 1.6958 6.0594
H 1.9193 -2.6183 5.2206
H 1.8153 -1.9546 3.5819
P 3.0473 -1.6068 -3.8960
H -0.3089 3.1229 -7.5793
C -7.1605 -4.6146 4.4092
H -1.1076 1.1715 6.9848
H 1.5344 0.0918 -9.6798
S -0.4659 -1.8217 -0.3787
P 1.4700 0.2712 5.2105
H -4.1355 -3.6880 3.4340
C 0.5005 2.7470 4.5602
H -0.2915 -0.4969 -8.0829
H 3.5821 0.6422 7.1092
H 2.8788 0.1206 -0.5482
C -0.5930 -0.0358 -0.7898
C 3.9456 1.6339 -6.7067
C -0.3897 3.1620 -6.4665
C 1.6343 0.5448 -8.6551
H -0.5194 1.2572 -8.4332
N 8.3554 2.4181 -8.1064

Mulliken population analysis, charges in e, atoms 1 to 2: 0.328 0.364